Entry P
Entry from the Open Molecules 2025 dataset: the ion C9H12N2 with charge +2 (ωB97M-V/def2-TZVPD).

ORCA input file:
```
! wB97M-V def2-TZVPD RIJCOSX def2/J DEFGRID3
* xyz 2 1
C -0.64591 -0.74959 -0.72875
C -2.03534 -0.24319 -0.50097
C 0.45480 1.50237 0.99896
C -0.71577 1.25510 1.76899
C 0.61302 -0.16057 -0.69999
C -2.35142 -0.04038 0.72541
C 2.19991 0.59309 -2.40252
C -2.28827 0.17275 3.21564
C 1.57271 -0.61830 -1.78262
N 1.10146 0.87588 0.00109
N -1.76735 0.33401 1.82943
H -0.51850 -1.85854 -1.06628
H -2.65075 -0.48657 -1.41444
H 1.09903 2.25743 1.43194
H -0.71781 1.87945 2.67695
H 3.11959 0.35743 -3.01058
H 2.52410 1.32821 -1.65984
H 1.41696 1.18094 -2.91876
H -1.83240 0.87909 3.88579
H -1.99526 -0.83813 3.62708
H -3.39082 0.12537 3.07423
H 2.49966 -1.22350 -1.35626
H 0.99769 -1.22613 -2.44261
*
```

---

Entry Q
Entry from the Open Molecules 2025 dataset: a cluster of 2 separate species, C9H12N2 in total (ωB97M-V/def2-TZVPD).

ORCA input file:
```
! wB97M-V def2-TZVPD RIJCOSX def2/J DEFGRID3
* xyz 2 1
C 3.11752 0.76543 -0.08265
C 2.69930 -0.18390 -1.00268
C 2.40170 0.93941 1.09709
C 1.69360 -1.15205 -0.72080
C 1.34974 0.00583 1.41562
C 0.90661 -0.91251 0.43116
C -2.73139 -0.27792 0.17992
C 0.06522 -1.92910 0.63853
C -2.39016 1.81957 -0.80642
N -0.59987 -2.85959 0.83110
N -2.04482 0.52709 -0.46648
H 3.78091 1.58894 -0.39327
H 3.09755 -0.17427 -1.92166
H 2.54288 1.77498 1.79559
H 1.39087 -1.84187 -1.44424
H 0.56016 0.17216 2.14188
H -3.68717 0.08564 0.35809
H -2.57304 -1.31275 0.57632
H -2.98903 2.45425 -0.05835
H -3.05935 1.62273 -1.69874
H -1.54855 2.29504 -1.22342
H -0.87315 -3.77478 1.15049
H -1.10950 0.36768 -0.79708
*
```

---

entry Q wins, 121.4 kcal/mol ahead of the next structure.

---

Entry P
Entry from the Open Molecules 2025 dataset: a cluster of 4 separate species, H8O3S2 in total (ωB97M-V/def2-TZVPD).

ORCA input file:
```
! wB97M-V def2-TZVPD RIJCOSX def2/J DEFGRID3
* xyz 0 1
S 1.19328 -0.62704 -2.14616
S 0.78844 -2.64613 -1.76066
H 2.34926 -0.56691 -1.47227
H 0.93839 -3.01130 -3.04261
H -1.73652 0.27601 -0.24734
H -2.78167 1.33737 0.05476
O -1.91052 1.22031 -0.33358
H -0.63206 -2.06406 1.70158
H -0.04888 -1.50740 0.43071
O -0.82546 -1.44602 0.98876
H 0.24781 2.71151 2.29095
H 1.37962 3.07156 1.32793
O 1.03830 3.25209 2.20793
*
```

SMILES   SS.O.O.O

---

Entry Q
Entry from the Open Molecules 2025 dataset: a cluster of 4 separate species, H8O3S2 in total (ωB97M-V/def2-TZVPD).

ORCA input file:
```
! wB97M-V def2-TZVPD RIJCOSX def2/J DEFGRID3
* xyz 0 1
S 3.11152 -0.70648 0.00456
S 2.04317 -2.35226 0.46765
H 2.29636 -0.08167 -0.87357
H 1.12895 -1.90019 1.33631
H 0.81601 1.61535 -0.50309
H -0.35674 0.60650 -0.64547
O 0.32542 1.07561 -1.12675
H -2.44033 -0.27950 -1.71228
H -2.28882 -1.40204 -0.64381
O -2.12454 -0.47480 -0.82681
H -0.79905 1.31575 2.32080
H -1.21827 1.33954 0.78936
O -0.49370 1.24416 1.41311
*
```

SMILES   SS.O.O.O

---

entry Q wins, 2.7 kcal/mol ahead of the next structure.

---

Entry P
Entry from the Open Molecules 2025 dataset: a cluster of 2 separate species, C7H8O in total (ωB97M-V/def2-TZVPD).

ORCA input file:
```
! wB97M-V def2-TZVPD RIJCOSX def2/J DEFGRID3
* xyz 0 1
C -1.81561 0.92373 1.64963
C -1.07325 0.95905 0.70418
C -1.96741 -1.14285 -1.34660
C 3.88812 -0.29405 1.11139
C -0.79850 -0.13052 -1.49549
C 2.79671 -0.20661 1.56486
C -0.39661 0.66618 -0.51352
O 0.77989 1.39153 -0.61934
H -2.41296 1.14105 2.40427
H -1.50860 -2.11747 -1.44618
H -2.48535 -0.95862 -0.44396
H 4.88136 -0.47042 0.75741
H -2.78787 -0.99136 -1.99596
H -0.23747 -0.09369 -2.39591
H 1.80550 -0.17081 1.91128
H 1.33204 1.49488 0.15393
*
```

SMILES   C#C/C(O)=C\C.C#C

---

Entry Q
Entry from the Open Molecules 2025 dataset: a structure of composition C7H8O (ωB97M-V/def2-TZVPD).

ORCA input file:
```
! wB97M-V def2-TZVPD RIJCOSX def2/J DEFGRID3
* xyz 0 1
C 0.70013 0.15114 -1.23290
C 1.46678 0.08096 0.13256
C -0.00527 -1.09826 0.59177
C -0.65290 -0.63496 -0.70961
C -1.59340 0.54611 -0.10221
C -0.74976 1.25523 0.80924
C 0.40106 0.25462 1.19139
H 1.17644 -0.50164 -1.96502
H 0.02350 0.98093 -1.92175
H 2.43633 0.43645 0.28726
H -0.60011 -1.80691 1.09506
H -1.13511 -1.20269 -1.35520
H -2.33081 0.98889 -0.62424
H -1.28848 1.95959 1.42018
H 0.76421 0.00326 2.20668
O 1.38738 -1.41272 0.17678
*
```

---

entry Q wins, 12.3 kcal/mol ahead of the next structure.